1.
Here is the molecule C5H8O from the Open Molecules 2025 dataset. Energies are from ωB97M-V/def2-TZVPD.

Last column: Mulliken charge in e.
Element x y z (Å)
O (-0.8682, 1.9259, -0.0602)  -0.56
C (-0.7843, 0.6915, 0.5771)  -0.23
C (-1.1262, -0.5616, -0.2849)  -0.78
C (0.3471, -1.0008, -0.2599)  0.04
C (1.4453, 0.4528, -0.4911)  -0.99
C (0.6590, 0.1512, 0.7109)  -0.07
H (-0.0980, 1.9383, -0.6629)  0.44
H (-1.3517, 0.7487, 1.5098)  0.38
H (-1.5648, -0.3576, -1.2655)  0.32
H (-1.7495, -1.2794, 0.2557)  0.26
H (0.7101, -2.0045, -0.0554)  0.42
H (0.8227, -0.6064, -1.2682)  0.11
H (2.4305, -0.0273, -0.3721)  0.21
H (1.1282, -0.0706, 1.6667)  0.45

Forces on atoms 1 to 2 (eV/Å):
O 0.13 0.07 -0.14
C -0.10 -0.22 0.25

Results
E_LUMO, Ha: 0.036
HOMO-LUMO gap, eV: 9.695
ΔE to the lowest compared entry with this formula, charge and spin, kcal/mol: 106.8
2S+1: 1


2.
Here is a cluster of 10 separate species, C21H43Cl3F12N3O13P in total in a non-equilibrium geometry from the Open Molecules 2025 dataset. Energies are from ωB97M-V/def2-TZVPD.

Last column: Mulliken spin population.
Element x y z (Å)
N (-3.6872, 1.1323, -0.4687)  0.00
H (-4.5723, 1.5276, -0.7523)  0.00
H (-3.3506, 1.9071, 0.0848)  0.00
H (-3.0997, 1.0194, -1.2825)  0.00
H (-3.9757, 0.3026, 0.0297)  0.01
N (0.3877, 2.6280, -1.4299)  0.00
H (0.9354, 2.9239, -0.6346)  0.00
H (0.9957, 2.5394, -2.2316)  0.00
H (-0.3960, 3.2430, -1.5963)  0.00
H (-0.0017, 1.7077, -1.2833)  0.00
N (-4.6212, 0.3118, -3.9490)  0.00
H (-5.3312, -0.4066, -3.9508)  0.00
H (-5.0275, 0.9156, -3.2487)  0.00
H (-4.3769, 0.9561, -4.6874)  0.00
H (-3.6927, 0.0366, -3.6621)  0.00
C (-5.1595, -2.0777, 1.4711)  -0.01
O (-4.6236, -3.4059, 1.1995)  0.04
O (-5.0120, -1.3335, 0.2526)  0.89
C (-6.6464, -2.2980, 2.1350)  0.03
F (-6.9908, -1.0572, 2.5964)  0.00
F (-7.6108, -2.7313, 1.2015)  0.00
F (-6.6218, -3.1955, 3.2239)  0.00
C (-3.6409, -3.9647, 2.1304)  0.00
C (-2.3013, -3.2829, 2.5068)  0.00
H (-2.3905, -2.3534, 3.0690)  0.00
H (-1.7782, -3.9721, 3.1697)  0.00
H (-1.7379, -3.0335, 1.6076)  0.00
H (-3.3566, -4.8937, 1.6362)  0.00
H (-4.1080, -4.4100, 3.0088)  0.00
H (-4.5289, -1.5866, 2.2122)  0.03
C (-0.8403, -0.3432, -2.2968)  0.00
O (-0.3848, 0.2521, -1.0366)  0.00
O (-1.9190, 0.4651, -2.6766)  0.00
C (0.4141, -0.5583, -3.2983)  0.00
F (0.9257, 0.7015, -3.5031)  0.00
F (1.4553, -1.3024, -2.9242)  0.00
F (-0.0639, -1.0360, -4.4737)  0.00
C (0.1925, -0.5667, -0.0208)  0.00
C (0.4167, 0.2821, 1.2476)  0.00
H (0.8404, -0.3836, 1.9996)  0.00
H (1.1818, 1.0537, 1.1625)  0.00
H (-0.5120, 0.7289, 1.6026)  0.00
H (1.1656, -1.0227, -0.2032)  0.00
H (-0.5084, -1.3119, 0.3553)  0.00
H (-1.1380, -1.3469, -1.9935)  0.00
P (-2.6534, 4.2807, 0.5247)  0.00
F (-2.8097, 5.7157, -0.2438)  0.00
F (-4.1639, 3.8812, 0.1986)  0.00
F (-2.1632, 3.5934, -0.8994)  0.00
F (-2.4985, 2.8771, 1.2843)  0.00
F (-1.0791, 4.6746, 0.9407)  0.00
F (-3.1752, 4.8785, 1.9434)  0.00
C (-1.8721, 2.0207, -5.6183)  0.00
Cl (-2.3099, 0.4497, -6.2594)  0.00
Cl (-3.3923, 2.9631, -4.8950)  0.00
Cl (-1.2116, 3.2056, -6.7513)  0.00
H (-1.2061, 1.9498, -4.7584)  0.00
C (3.8197, -4.2075, -3.1139)  0.00
C (2.9479, -4.4608, -4.3013)  0.00
C (2.8116, -3.3511, -5.3014)  0.00
O (2.8987, -3.9761, -6.5415)  0.00
C (3.6132, -5.0958, -6.4678)  0.00
O (4.3113, -5.6222, -7.3579)  0.00
O (3.6599, -5.4262, -5.2071)  0.00
H (4.6337, -3.5009, -3.2764)  0.00
H (4.1572, -5.2194, -2.8901)  0.00
H (3.3335, -3.7893, -2.2325)  0.00
H (1.9300, -4.7733, -4.0680)  0.00
H (3.5304, -2.5445, -5.1573)  0.00
H (1.8205, -2.9764, -5.0457)  0.00
C (3.1883, -0.0742, 5.5464)  0.00
C (4.2098, -0.8373, 4.6145)  0.00
C (3.9022, -2.3665, 4.6282)  0.00
O (3.6682, -2.5988, 3.3345)  0.00
C (3.4909, -1.4680, 2.6450)  0.00
O (3.2378, -1.3924, 1.4042)  0.00
O (3.8363, -0.4530, 3.2780)  0.00
H (2.2037, -0.5303, 5.6490)  0.00
H (2.6907, 0.7824, 5.0918)  0.00
H (3.5317, 0.0391, 6.5747)  0.00
H (5.1383, -0.4810, 5.0606)  0.00
H (3.1291, -2.6480, 5.3431)  0.00
H (4.7706, -2.8453, 5.0807)  0.00
C (3.4270, 5.6596, 4.2033)  0.00
C (3.8747, 4.5663, 3.1025)  0.00
C (3.2975, 3.2206, 3.4723)  0.00
O (2.6311, 2.7798, 2.3679)  0.00
C (2.6363, 3.8024, 1.3778)  0.00
O (2.1033, 3.7176, 0.2868)  0.00
O (3.2741, 4.7647, 1.8170)  0.00
H (4.0022, 5.4182, 5.0971)  0.00
H (2.3437, 5.7376, 4.2949)  0.00
H (3.7473, 6.6134, 3.7840)  0.00
H (4.9528, 4.4437, 3.2064)  0.00
H (2.6679, 3.2135, 4.3620)  0.00
H (4.2074, 2.6290, 3.5734)  0.00

Forces on atoms 1 to 2 (eV/Å):
N -1.89 0.83 -0.05
H -0.50 0.26 -0.45

Results
E_LUMO (alpha / beta), Ha: -0.116 / -0.229
HOMO-LUMO gap (alpha / beta), eV: 8.698 / 5.614
2S+1: 2
Charge: +1


3.
Here is a structure of composition C24H52NO4P2S4Si3Yb from the Open Molecules 2025 dataset. Energies are from ωB97M-V/def2-TZVPD.

Last column: Mulliken charge in e.
Element x y z (Å)
Yb (-0.5459, 0.1427, -0.3692)  -0.25
C (2.3016, -3.0570, 1.7795)  -1.34
C (0.8553, -2.8275, 1.4056)  -0.78
O (0.7235, -2.0152, 0.2084)  0.29
P (0.9710, -2.6533, -1.2785)  0.86
S (0.3534, -1.2547, -2.5490)  -0.51
S (0.3328, -4.4831, -1.4257)  -0.59
O (2.5877, -2.5918, -1.2440)  -0.07
C (3.3710, -2.7496, -2.4291)  -0.56
C (3.8611, -4.1737, -2.5799)  -1.24
H (2.3313, -3.5173, 2.7711)  0.45
H (2.8565, -2.1185, 1.8204)  0.16
H (2.7957, -3.7187, 1.0692)  0.28
H (0.3137, -2.2695, 2.1649)  0.29
H (0.3342, -3.7657, 1.2228)  0.58
H (4.2080, -2.0585, -2.3170)  0.29
H (2.7909, -2.4280, -3.2961)  0.45
H (4.4296, -4.4781, -1.6992)  0.27
H (4.5134, -4.2446, -3.4547)  0.40
H (3.0261, -4.8629, -2.7012)  0.27
C (2.4455, 1.6308, -2.5763)  -0.99
Si (2.5659, 1.9689, -0.7214)  0.31
C (3.6296, 3.5348, -0.6445)  -1.20
C (3.6235, 0.6175, 0.0261)  -0.76
C (0.9543, 2.1296, 0.1418)  1.25
Si (1.0861, 2.2004, 1.9653)  0.19
C (-0.5278, 2.7287, 2.8143)  -1.15
C (1.5832, 0.5380, 2.7157)  -0.37
C (2.3964, 3.3789, 2.6342)  -1.26
Si (-0.0814, 3.4393, -0.5299)  -0.52
C (0.2179, 3.9568, -2.3050)  -1.30
C (-0.1009, 5.0599, 0.4120)  -1.11
C (-1.8882, 2.7962, -0.6908)  0.43
C (-3.0436, 3.4417, -0.2428)  -0.40
C (-4.2874, 2.9662, -0.6204)  -0.46
C (-4.3610, 1.8871, -1.4795)  -0.68
C (-3.1765, 1.2762, -1.8688)  -0.46
N (-1.9800, 1.6839, -1.4527)  -0.04
H (3.0474, 0.7577, -2.8457)  0.31
H (2.8149, 2.4920, -3.1424)  0.40
H (1.4304, 1.4175, -2.9068)  0.12
H (4.5429, 3.4034, -1.2365)  0.37
H (3.9202, 3.7844, 0.3782)  0.30
H (3.0916, 4.3986, -1.0519)  0.26
H (4.6044, 0.6024, -0.4627)  0.50
H (3.1665, -0.3696, -0.1024)  -0.13
H (3.7846, 0.7797, 1.0956)  0.23
H (-1.3924, 2.7088, 2.1447)  0.17
H (-0.4417, 3.7367, 3.2308)  0.34
H (-0.7564, 2.0483, 3.6396)  0.49
H (1.4691, -0.2804, 2.0028)  -0.46
H (0.9676, 0.2959, 3.5874)  0.46
H (2.6313, 0.5521, 3.0303)  0.42
H (2.2670, 4.4011, 2.2647)  0.30
H (3.3979, 3.0425, 2.3526)  0.29
H (2.3474, 3.3999, 3.7293)  0.39
H (1.2528, 4.2674, -2.4673)  0.30
H (-0.4338, 4.8074, -2.5305)  0.37
H (-0.0068, 3.1557, -3.0105)  0.31
H (0.9279, 5.4347, 0.4287)  0.20
H (-0.4385, 4.9707, 1.4438)  0.35
H (-0.7232, 5.8079, -0.0921)  0.42
H (-2.9502, 4.3156, 0.3902)  0.42
H (-5.1924, 3.4443, -0.2616)  0.43
H (-5.3069, 1.5008, -1.8352)  0.42
H (-3.1875, 0.4258, -2.5369)  0.57
C (-5.4569, 0.2675, 2.0387)  -1.29
C (-5.2838, -0.8684, 1.0520)  1.21
C (-6.5681, -1.6227, 0.7793)  -1.64
O (-4.3488, -1.8217, 1.5784)  -0.04
P (-2.7944, -1.8081, 1.1242)  1.15
S (-2.6569, -1.8000, -0.8346)  -0.45
S (-1.7975, -0.3566, 2.0500)  -0.84
O (-2.3100, -3.1565, 1.8127)  -0.29
C (-2.8841, -4.4860, 1.7684)  0.59
C (-3.4786, -4.8546, 0.4256)  -1.16
C (-3.8566, -4.6459, 2.9221)  -1.37
H (-6.1657, 1.0004, 1.6412)  0.38
H (-4.5045, 0.7634, 2.2280)  0.17
H (-5.8464, -0.1135, 2.9862)  0.32
H (-4.8813, -0.4896, 0.1079)  -0.24
H (-6.9207, -2.1038, 1.6950)  0.31
H (-6.4073, -2.3915, 0.0225)  0.33
H (-7.3458, -0.9402, 0.4270)  0.45
H (-2.0142, -5.1195, 1.9499)  0.35
H (-4.3591, -4.2488, 0.2024)  0.12
H (-3.7828, -5.9043, 0.4665)  0.48
H (-2.7536, -4.7221, -0.3765)  0.23
H (-4.7576, -4.0552, 2.7560)  0.15
H (-3.3985, -4.3216, 3.8570)  0.34
H (-4.1361, -5.6985, 3.0169)  0.46

Forces on atoms 1 to 2 (eV/Å):
Yb 0.56 -0.74 0.25
C 0.05 -0.05 0.07

Results
E_LUMO, Ha: 0.090
HOMO-LUMO gap, eV: 6.218
ΔE to the lowest compared entry with this formula, charge and spin, kcal/mol: 0.0
2S+1: 1
Charge: -1


4.
Here is a cluster of 7 separate species, C28H53NO12S6 in total in a non-equilibrium geometry from the Open Molecules 2025 dataset. Energies are from ωB97M-V/def2-TZVPD.

Last column: Mulliken charge in e.
Element x y z (Å)
O (-2.5263, 2.0112, 4.8026)  -0.63
S (-3.5025, 3.0656, 4.8336)  1.06
O (-4.8101, 2.9707, 4.1743)  -0.64
C (-3.7490, 3.6791, 6.5666)  -0.69
C (-4.0606, 5.1133, 6.3876)  -0.62
C (-3.1319, 5.7073, 5.3091)  -0.69
C (-2.8044, 4.6626, 4.2467)  -0.54
H (-2.7763, 3.5073, 7.0274)  0.32
H (-4.5039, 3.0251, 7.0030)  0.42
H (-5.0810, 5.1901, 6.0122)  0.28
H (-4.0428, 5.7054, 7.3026)  0.39
H (-2.2730, 6.0494, 5.8864)  0.30
H (-3.3375, 6.6395, 4.7830)  0.34
H (-1.7269, 4.5335, 4.1442)  0.30
H (-3.2168, 4.7998, 3.2471)  0.40
O (-2.5773, -6.0369, 1.7355)  -0.64
S (-3.5927, -5.0239, 1.9810)  1.09
O (-3.6375, -3.9149, 0.9912)  -0.65
C (-5.2148, -5.8205, 2.1421)  -0.67
C (-5.3703, -5.9689, 3.6795)  -0.65
C (-4.7943, -4.7924, 4.4164)  -0.61
C (-3.4534, -4.3720, 3.7725)  -0.59
H (-5.1527, -6.7481, 1.5730)  0.39
H (-5.8518, -5.0501, 1.7075)  0.33
H (-6.4382, -6.0008, 3.8957)  0.34
H (-4.9870, -6.9406, 3.9911)  0.32
H (-4.9091, -4.9089, 5.4940)  0.38
H (-5.4474, -3.9499, 4.1886)  0.26
H (-2.5388, -4.6787, 4.2800)  0.39
H (-3.4953, -3.2932, 3.6222)  0.30
O (3.9239, -0.3267, -6.9778)  -0.66
S (3.3320, -0.4399, -5.6237)  1.11
O (4.0105, -1.2163, -4.5720)  -0.64
C (2.9222, 1.2171, -5.0061)  -0.69
C (1.4080, 1.2374, -4.7663)  -0.57
C (0.7461, 0.2266, -5.6870)  -0.56
C (1.6456, -1.0271, -5.7489)  -0.68
H (3.2361, 1.9006, -5.7951)  0.33
H (3.6422, 1.3030, -4.1923)  0.40
H (1.2012, 1.0831, -3.7073)  0.25
H (0.9546, 2.2199, -4.8969)  0.38
H (0.3994, 0.5674, -6.6626)  0.33
H (-0.1861, -0.0032, -5.1708)  0.25
H (1.6124, -1.6211, -6.6623)  0.40
H (1.4387, -1.6570, -4.8837)  0.35
O (-4.0736, 4.9362, -1.2809)  -0.65
S (-3.6010, 3.9233, -2.2183)  1.07
O (-2.4831, 4.1791, -3.1185)  -0.63
C (-3.2096, 2.4924, -1.1570)  -0.78
C (-3.7645, 1.2697, -1.9874)  -0.55
C (-5.0902, 1.6601, -2.6627)  -0.55
C (-4.9959, 3.0627, -3.1692)  -0.62
H (-3.8616, 2.5479, -0.2852)  0.34
H (-2.2279, 2.3605, -0.7022)  0.49
H (-3.0130, 1.0640, -2.7497)  0.19
H (-3.8394, 0.3987, -1.3363)  0.39
H (-5.9058, 1.6489, -1.9397)  0.29
H (-5.3706, 1.0040, -3.4868)  0.31
H (-5.8700, 3.6795, -2.9604)  0.35
H (-4.7115, 3.1052, -4.2206)  0.35
O (1.9828, 4.4362, 0.6802)  -0.57
S (3.0828, 5.3221, 0.4615)  1.00
O (4.4418, 4.9274, 0.8909)  -0.64
C (3.0486, 5.8992, -1.2907)  -0.58
C (3.0776, 7.4956, -1.2741)  -0.61
C (3.3424, 7.9932, 0.1395)  -0.55
C (2.7525, 6.9971, 1.1351)  -0.78
H (2.0117, 5.7138, -1.5712)  0.27
H (3.6835, 5.3506, -1.9864)  0.44
H (3.8994, 7.9526, -1.8255)  0.25
H (2.1506, 7.8942, -1.6863)  0.34
H (2.9595, 8.9956, 0.3309)  0.35
H (4.4231, 8.0606, 0.2643)  0.32
H (1.6659, 7.0834, 1.1367)  0.34
H (3.1714, 6.9210, 2.1385)  0.43
O (3.8826, -8.3895, -0.0540)  -0.62
S (4.5681, -8.0852, -1.2948)  1.03
O (3.8037, -8.2289, -2.5523)  -0.62
C (5.5429, -6.4382, -1.2573)  -0.56
C (7.0549, -6.8450, -1.2581)  -0.68
C (7.2557, -8.2211, -1.8988)  -0.63
C (6.1087, -9.1753, -1.3042)  -0.70
H (5.2618, -5.9687, -0.3147)  0.35
H (5.3948, -5.8410, -2.1570)  0.35
H (7.6426, -6.1670, -1.8770)  0.32
H (7.3919, -6.8416, -0.2215)  0.33
H (8.2767, -8.5764, -1.7598)  0.36
H (7.1602, -7.9543, -2.9513)  0.33
H (6.4486, -9.3540, -0.2841)  0.34
H (5.9593, -10.1368, -1.7954)  0.41
C (1.1720, -2.5990, 0.9058)  -0.34
C (2.0768, -2.0450, 0.0567)  -0.40
C (1.9479, -0.7125, 0.1628)  -0.78
N (1.0230, -0.4690, 1.1613)  0.05
C (0.5036, -1.6283, 1.6387)  -0.51
H (0.9396, -3.6521, 0.9636)  0.41
H (2.7709, -2.6336, -0.5248)  0.48
H (2.4310, 0.1206, -0.3259)  0.48
H (0.6774, 0.4437, 1.4216)  0.21
H (-0.2539, -1.6001, 2.4080)  0.42

Forces on atoms 1 to 2 (eV/Å):
O -0.23 -0.28 -0.13
S -0.98 1.89 -0.03

Results
E_LUMO, Ha: 0.009
SMILES: O=S1(=O)CCCC1.O=S1(=O)CCCC1.O=S1(=O)CCCC1.O=S1(=O)CCCC1.O=S1(=O)CCCC1.O=S1(=O)CCCC1.c1cc[nH]c1
HOMO-LUMO gap, eV: 7.980
ΔE to the lowest compared entry with this formula, charge and spin, kcal/mol: 0.0
2S+1: 1


no.,calculated total energy (eV)
1,-7357.6235
2,-133022.1767
3,-152507.2811
4,-120961.3185